Entry 1:
Below is a cluster of 12 separate species, C12H36N12O24 in total at a distorted geometry, with properties calculated with ωB97M-V/def2-TZVPD.

Summary:
Molecular weight: 732.5 g/mol
Orbital gap: 10.51 eV
Total energy: -80015.397 eV
Energy relative to the best compared isomer or geometry (same formula, charge and spin): 69.41 kJ/mol
2S+1: 1
HOMO: -11.084 eV
LUMO level: -0.02104 Ha

Geometry as XYZ:
```
84
Properties=species:S:1:pos:R:3:forces:R:3:mulliken_charge:R:1
C 2.71699 -2.76525 -2.70840 1.321 -0.347 0.238 -0.659
N 1.62320 -3.64205 -3.16958 0.261 1.186 0.778 0.973
O 0.69522 -3.71714 -2.38723 -0.663 -0.551 -0.127 -0.430
O 1.68673 -4.13463 -4.26015 -0.140 -0.530 -0.656 -0.601
H 3.61094 -3.37461 -2.55400 -0.230 -0.284 0.035 0.400
H 2.41065 -2.34389 -1.76176 -0.007 0.403 -0.170 -0.036
H 3.02890 -2.06315 -3.47624 -0.544 0.212 -0.005 0.377
C 1.78884 -4.51121 0.83351 -0.633 0.510 -0.073 -0.462
N 2.71579 -5.56336 0.37567 0.611 0.407 -0.661 0.921
O 3.62507 -5.87037 1.11873 -0.278 -0.179 0.189 -0.559
O 2.60233 -5.94088 -0.77436 -0.145 -0.181 0.114 -0.530
H 2.24711 -3.55541 0.57853 0.300 -0.064 0.355 0.052
H 1.61817 -4.63497 1.89691 0.114 0.113 -0.003 0.324
H 0.86814 -4.50930 0.25571 0.014 -0.531 0.012 0.255
C -4.51542 0.77727 3.45630 0.225 -0.455 0.217 -0.703
N -3.22067 0.18316 3.87168 0.715 -0.092 0.745 0.681
O -3.04201 -0.06973 5.04882 -0.332 0.099 -0.083 -0.540
O -2.36478 0.01490 3.02758 -0.118 -0.051 -0.494 -0.255
H -4.74762 0.27666 2.52169 -0.253 0.393 -0.105 0.228
H -4.33872 1.84660 3.36710 -0.127 -0.016 -0.285 0.244
H -5.21321 0.55385 4.25486 -0.131 0.075 -0.108 0.325
C -1.16627 3.18584 4.10677 0.889 0.777 0.312 -0.346
N -1.87848 3.55057 2.86562 -1.601 0.171 -0.155 0.669
O -1.76911 2.81066 1.90425 0.466 0.273 0.299 -0.294
O -2.67144 4.48247 2.91567 0.612 -0.197 -0.011 -0.554
H -1.18828 3.98439 4.84421 -0.592 0.204 -0.267 0.305
H -0.11355 3.10181 3.84751 -0.140 -0.893 -0.039 0.067
H -1.66768 2.31532 4.51307 0.457 -0.330 -0.132 0.132
C -0.24966 0.48445 0.33356 -0.499 -0.076 -0.247 -0.228
N 0.85051 -0.20105 -0.38484 -0.797 -0.901 0.245 1.289
O 0.94118 -0.04600 -1.57095 0.301 0.425 -0.562 -0.434
O 1.48009 -1.03682 0.24619 0.515 0.063 0.270 -0.611
H -0.10352 1.55943 0.30648 0.071 -0.083 0.177 0.464
H -0.31037 0.04817 1.32083 0.133 0.391 0.203 -0.452
H -1.15088 0.22006 -0.22225 0.051 0.226 -0.072 -0.011
C -2.59862 -2.05396 0.46720 0.005 0.820 -0.358 -0.138
N -3.38249 -3.28447 0.62626 0.457 -0.720 0.407 1.050
O -4.58330 -3.23011 0.68293 -0.793 0.564 -0.092 -0.599
O -2.75277 -4.31070 0.73872 0.524 -0.455 -0.026 -0.594
H -1.80918 -2.22764 -0.25888 -0.118 -0.130 -0.112 0.096
H -2.13518 -1.78645 1.41325 -0.209 -0.166 0.142 -0.016
H -3.29054 -1.27903 0.14902 0.174 0.103 -0.017 0.220
C -1.05397 -1.61324 -4.51925 0.218 -0.657 0.010 -0.606
N -2.14704 -0.82334 -3.89492 0.375 1.931 -0.530 0.797
O -1.98055 -0.29836 -2.80132 -0.080 -0.985 -0.180 -0.319
O -3.05049 -0.50564 -4.65144 -0.197 -0.641 0.389 -0.526
H -0.77517 -1.06081 -5.41112 0.049 0.084 0.056 0.353
H -1.42468 -2.58545 -4.83449 -0.207 0.051 0.120 0.339
H -0.22201 -1.74212 -3.83692 -0.155 0.198 0.185 -0.037
C 0.06569 2.62678 -3.12824 0.296 -0.156 0.699 -0.400
N 1.26312 3.54099 -3.08145 -0.357 -0.885 -0.342 1.017
O 2.27907 3.07939 -3.55858 0.458 0.068 -0.135 -0.571
O 1.16807 4.62123 -2.56410 -0.248 0.462 0.203 -0.570
H -0.34504 2.61971 -2.12089 -0.219 0.197 -0.110 0.056
H 0.45355 1.63701 -3.33019 -0.047 0.017 -0.226 0.144
H -0.66023 2.95752 -3.86262 0.124 0.258 -0.025 0.335
C 0.53411 -1.32459 3.94085 0.309 -0.186 1.317 -0.314
N 1.34905 -0.18360 4.46676 0.174 0.494 -0.676 0.949
O 2.56323 -0.29834 4.43544 -0.327 -0.035 0.043 -0.574
O 0.75653 0.80757 4.83962 0.083 -0.269 0.182 -0.526
H -0.46092 -1.18338 4.34795 -0.138 0.022 -0.423 0.152
H 1.00123 -2.18835 4.41246 -0.082 -0.175 -0.359 0.313
H 0.60706 -1.36660 2.86020 0.030 0.146 -0.043 0.014
C 4.88763 2.35945 -1.59195 -0.081 0.342 -0.554 -0.658
N 4.77895 1.01346 -2.21715 -0.226 0.397 -0.042 0.956
O 5.62260 0.69734 -3.01731 0.477 -0.167 -0.330 -0.585
O 3.84139 0.32371 -1.89082 -0.324 -0.338 0.311 -0.447
H 5.48932 2.97215 -2.25479 0.272 -0.117 0.161 0.327
H 5.34374 2.21201 -0.61899 0.038 0.141 -0.102 0.207
H 3.89577 2.79653 -1.54446 -0.039 -0.248 0.298 0.183
C 3.89224 1.61210 1.87303 -0.302 -0.898 -0.417 -0.580
N 2.49358 2.01350 1.53248 0.691 0.974 -0.131 0.906
O 1.66824 2.07016 2.41100 -0.098 -0.161 0.159 -0.454
O 2.28362 2.25613 0.35906 -0.200 -0.071 -0.052 -0.464
H 3.79344 0.53074 1.73582 0.508 -0.013 0.421 0.303
H 4.19245 1.89945 2.87178 -0.395 -0.072 0.145 0.291
H 4.57454 1.97921 1.11707 -0.265 0.206 0.051 -0.029
C -4.54301 2.01636 -2.73499 -0.134 0.670 -0.616 -0.643
N -4.23503 2.41322 -1.34963 -0.425 -0.819 0.718 0.770
O -4.92787 3.26239 -0.83993 -0.064 0.485 -0.064 -0.537
O -3.39046 1.77927 -0.75473 0.570 -0.132 0.008 -0.361
H -5.36542 2.66755 -3.01372 -0.013 -0.217 -0.286 0.342
H -4.79374 0.96320 -2.78636 0.048 -0.025 0.221 0.260
H -3.66872 2.20223 -3.35315 0.035 -0.061 0.069 0.162
```
Positions in Å, forces in eV/Å.

Entry 2:
Below is a cluster of 5 separate species, C12H36N2O7 in total at a distorted geometry, with properties calculated with ωB97M-V/def2-TZVPD.

Summary:
Molecular weight: 320.4 g/mol
Orbital gap: 8.87 eV
Total energy: -30336.554 eV
Energy relative to the best compared isomer or geometry (same formula, charge and spin): 142.66 kJ/mol
2S+1: 1
HOMO: -8.320 eV
LUMO level: 0.02020 Ha

Geometry as XYZ:
```
57
Properties=species:S:1:pos:R:3:forces:R:3:nbo_charge:R:1
O 2.14162 2.18535 3.25673 0.413 -0.227 0.613 -1.004
H 2.51019 2.80190 3.92893 -0.358 -0.979 -0.664 0.478
H 2.36348 1.24626 3.52369 -0.019 1.307 0.022 0.510
O 1.01233 4.59099 -1.83920 -1.068 -0.177 -0.932 -0.967
H 1.83937 5.04119 -1.90331 0.763 0.378 0.200 0.469
H 0.83594 4.40374 -0.92017 0.345 -0.199 0.608 0.496
O 1.22712 2.99569 0.52647 0.785 1.365 -1.697 -0.964
H 1.64486 2.90612 1.35649 0.917 -0.241 1.818 0.500
H 0.45703 2.48508 0.58983 -1.697 -1.155 0.145 0.466
C -1.11219 -1.13729 -1.11242 -0.130 -0.435 -0.434 -0.235
O -0.84728 -0.19199 -2.09388 0.947 1.163 -0.999 -0.547
C 0.14716 0.79803 -1.76526 0.527 -2.283 0.134 -0.050
C 0.74114 1.46163 -2.97055 -1.495 1.255 0.208 -0.255
N -0.35844 2.04259 -3.80360 1.080 -0.594 -0.909 -0.632
C -0.12329 1.80482 -5.26459 -1.751 0.501 -0.021 -0.234
C -1.20143 2.54447 -6.13560 -0.753 -0.726 0.499 -0.057
O -0.75623 2.56895 -7.49008 -0.849 0.229 0.338 -0.545
C -1.82465 2.99130 -8.32679 -0.404 0.503 0.645 -0.252
H -0.23776 -1.79268 -0.91184 -0.399 0.167 -0.037 0.159
H -1.96569 -1.72077 -1.53152 0.632 0.186 0.684 0.190
H -1.38859 -0.62466 -0.19890 -0.265 -0.147 0.593 0.156
H 1.04719 0.29450 -1.36238 -0.425 -0.102 0.646 0.159
H -0.25208 1.46815 -1.00757 -0.150 0.322 -0.142 0.149
H 1.44905 0.83132 -3.48998 -0.338 -0.527 -0.487 0.190
H 1.36597 2.24353 -2.53409 0.022 0.306 -0.174 0.217
H -0.32778 3.04480 -3.60985 -0.101 -0.201 -0.388 0.368
H -0.15865 0.74221 -5.58548 0.023 0.437 0.817 0.195
H 0.83407 2.19144 -5.54231 0.823 0.314 -0.493 0.170
H -1.32188 3.60655 -5.74500 -0.182 -1.128 -0.433 0.163
H -2.23632 1.96528 -6.16558 1.909 1.239 0.676 0.166
H -2.72013 2.31441 -8.31774 0.861 0.305 0.058 0.167
H -1.41029 3.09572 -9.29589 0.263 -0.333 -1.137 0.191
H -2.18176 4.02076 -8.09417 0.140 -0.526 0.365 0.163
C 3.49038 -1.18589 4.90753 1.889 0.092 -0.287 -0.246
O 2.63663 -0.47284 4.03837 -0.821 -0.857 -1.121 -0.589
C 1.83264 -1.26598 3.07636 2.320 1.023 -0.117 -0.060
C 0.49035 -1.50198 3.59613 -0.347 -0.352 0.426 -0.253
N -0.23468 -2.35115 2.64705 0.268 1.033 0.208 -0.630
C -1.64101 -2.49602 2.98529 0.309 -0.421 0.413 -0.239
C -1.80642 -3.27708 4.30252 -0.993 -0.980 -0.240 -0.094
O -1.41708 -4.67219 4.03241 -1.174 1.356 0.268 -0.557
C -2.50970 -5.49147 4.41770 0.758 -0.522 0.118 -0.245
H 3.88453 -0.40837 5.61864 -0.497 -1.042 -0.407 0.200
H 4.41686 -1.64415 4.39017 -1.335 0.806 0.358 0.168
H 3.01489 -2.03716 5.40432 -0.265 0.347 0.207 0.175
H 2.28745 -2.20895 2.87818 0.867 -0.913 0.135 0.168
H 1.88063 -0.76684 2.11126 -0.243 0.479 0.084 0.198
H 0.04162 -0.50409 3.67486 -0.504 -0.441 0.357 0.205
H 0.72367 -1.95597 4.60034 -0.983 0.402 -0.429 0.166
H 0.28547 -3.19324 2.45830 -0.342 -0.385 0.149 0.370
H -2.20447 -2.98069 2.17163 0.334 -0.052 0.326 0.211
H -1.99925 -1.47098 3.02541 -0.401 0.073 0.393 0.198
H -2.83462 -3.24747 4.78017 0.838 0.019 -1.027 0.177
H -1.19172 -2.93357 5.10971 0.756 0.499 0.187 0.181
H -2.48676 -5.65061 5.49031 -0.117 -0.007 0.432 0.164
H -2.39455 -6.46592 3.95545 -0.054 -0.076 -0.242 0.189
H -3.45696 -5.03676 4.16346 -0.334 -0.082 -0.312 0.166
```
Positions in Å, forces in eV/Å.

The lowest LUMO level belongs to which entry?
C12H36N12O24